a.
ORCA calculation (the ωB97M-V functional and the def2-TZVPD basis) on the molecule C4H7ClN2O.

Results
LUMO: 0.76 eV
Highest occupied orbital energy: -8.3 eV
2S+1: 1
Structure (SMILES): C/C(N)=C(/Cl)C(N)=O
Charge: 0

Last column: Löwdin charge in e.
Atoms and positions in Å:
C  -1.507  1.190  -0.217  -0.02
C  -0.860  -0.201  -0.147  -0.38
N  -1.736  -1.230  0.115  0.08
C  0.454  -0.475  -0.269  -0.52
Cl  0.854  -2.176  -0.469  0.69
C  1.607  0.403  -0.174  -0.55
N  2.698  -0.107  0.352  0.17
O  1.429  1.617  -0.558  -0.02
H  -2.230  1.281  0.614  0.07
H  -0.832  2.070  -0.093  0.08
H  -2.126  1.263  -1.180  0.11
H  -1.317  -2.020  0.526  0.03
H  -2.676  -0.974  0.431  0.11
H  3.509  0.398  0.362  0.09
H  2.731  -1.040  0.709  0.07

---

b.
ORCA calculation (the ωB97M-V functional and the def2-TZVPD basis) on the molecule C4H7ClN2O.

Results
LUMO: 0.69 eV
Highest occupied orbital energy: -9.6 eV
2S+1: 1
Structure (SMILES): ON1C=NC[C@H](Cl)C1
Charge: 0

Last column: Löwdin charge in e.
Atoms and positions in Å:
O  -2.336  -1.229  -0.394  -0.02
N  -1.616  -0.129  0.422  -0.06
C  -1.349  0.786  -0.491  -0.34
N  -0.473  1.651  -0.619  0.06
C  0.711  1.559  0.319  -0.18
C  1.030  0.099  0.689  -0.72
Cl  2.086  -0.754  -0.501  0.55
C  -0.298  -0.716  0.913  -0.15
H  -3.201  -0.929  -0.160  0.07
H  -2.038  0.822  -1.291  0.12
H  1.380  2.529  0.273  0.15
H  0.167  1.473  1.524  0.17
H  1.639  0.076  1.563  0.07
H  -0.572  -0.473  1.954  0.11
H  -0.094  -1.863  0.608  0.16

---

Most stable to least stable, the ends of the list are a and b.

---

a.
ORCA calculation (the ωB97M-V functional and the def2-TZVPD basis) on the molecule C7H7NO3.

Results
LUMO: -0.27 eV
Highest occupied orbital energy: -9.5 eV
2S+1: 1
Structure (SMILES): C[C@@]12C=CC=C[C@]1([N+](=O)[O-])O2
Charge: 0

Last column: Löwdin charge in e.
Atoms and positions in Å:
C  0.104  -2.190  0.095  0.01
C  -0.202  -0.787  -0.363  -0.33
C  -1.533  -0.240  -0.164  -0.02
C  -1.927  1.045  -0.111  -0.05
C  -0.900  2.042  -0.078  -0.05
C  0.412  1.720  -0.057  0.01
C  0.899  0.411  -0.177  -0.29
N  2.186  0.084  0.384  -0.30
O  2.716  0.936  1.065  0.10
O  2.632  -1.021  0.110  0.09
O  0.565  -0.200  -1.385  0.10
H  -0.021  -2.871  -0.837  0.13
H  -0.707  -2.368  0.746  0.06
H  1.091  -2.392  0.569  0.09
H  -2.309  -1.022  -0.037  0.13
H  -2.904  1.425  0.032  0.10
H  -1.332  3.007  0.088  0.10
H  1.231  2.423  0.120  0.13

---

b.
ORCA calculation (the ωB97M-V functional and the def2-TZVPD basis) on the molecule C7H7NO3.

Results
LUMO: -0.12 eV
Highest occupied orbital energy: -9.4 eV
2S+1: 1
Structure (SMILES): COc1cncc(C(=O)O)c1
Charge: 0

Last column: Löwdin charge in e.
Atoms and positions in Å:
C  -3.193  -0.676  0.035  -0.16
O  -1.932  -1.119  -0.098  -0.04
C  -0.972  -0.242  -0.047  -0.36
C  -0.996  1.033  -0.116  -0.14
N  0.012  1.980  0.014  0.10
C  1.335  1.326  0.026  -0.03
C  1.530  0.003  -0.031  -0.18
C  2.842  -0.546  -0.020  -0.50
O  3.135  -1.695  0.027  0.15
O  3.839  0.341  0.003  0.24
C  0.376  -0.779  -0.023  0.14
H  -3.557  0.093  -0.699  0.09
H  -4.002  -1.444  0.331  0.12
H  -3.357  0.026  1.065  0.14
H  -2.132  1.631  -0.170  0.18
H  2.052  2.164  0.069  0.13
H  4.405  -0.176  -0.160  -0.06
H  0.613  -1.919  -0.206  0.18

---

c.
ORCA calculation (the ωB97M-V functional and the def2-TZVPD basis) on a structure of composition C7H7NO3.

Results
LUMO: -0.37 eV
Highest occupied orbital energy: -9.1 eV
2S+1: 1
Charge: 0

Last column: Löwdin charge in e.
Atoms and positions in Å:
C  2.469  -0.219  -1.527  -0.09
C  1.358  -0.108  -0.597  -0.30
C  0.093  -0.554  -0.949  0.04
C  -0.938  -0.203  -0.060  -0.13
C  -0.685  0.880  0.880  0.02
C  0.599  1.475  1.272  0.07
C  1.609  0.738  0.501  -0.26
H  2.173  -0.502  -2.591  0.09
H  3.361  -0.943  -1.301  0.09
H  3.080  1.043  -1.500  0.19
H  -0.066  -1.251  -1.754  0.13
H  -1.594  1.011  1.473  0.10
H  0.598  2.146  2.124  0.11
H  3.794  0.119  0.669  0.26
N  -2.318  -0.690  -0.101  -0.38
O  2.921  0.879  0.992  -0.08
O  -2.620  -1.635  -0.895  0.03
O  -3.068  -0.350  0.711  0.10

---

Most stable to least stable, the ends of the list are b and c.

---

a.
ORCA calculation (the ωB97M-V functional and the def2-TZVPD basis) on the molecule C8H8N2O3S.

Results
LUMO (spin up / spin down): -1.77 / -1.66 eV
Highest occupied orbital energy (spin up / spin down): -9.5 / -8.3 eV
2S+1: 1
Charge: 0

Last column: Löwdin charge in e.
Atoms and positions in Å:
C  -1.302  -0.296  -2.692  -0.05
C  -1.508  1.026  -2.136  -0.08
C  -1.036  -1.272  -1.787  -0.06
C  -1.301  1.343  -0.821  -0.03
C  -0.868  -0.996  -0.386  -0.01
C  -0.920  0.325  0.165  -0.22
C  2.335  0.943  1.099  0.01
C  -0.487  0.599  1.451  0.00
N  0.925  -1.130  2.322  0.01
N  -0.155  -0.467  2.355  -0.32
O  -1.069  -0.675  3.168  0.08
O  3.206  -1.425  1.524  -0.26
O  1.522  -0.978  -0.238  -0.33
S  2.037  -0.778  1.126  0.56
H  -1.449  -0.255  -3.732  0.09
H  -1.706  1.881  -2.893  0.13
H  -0.976  -2.212  -2.121  0.07
H  -1.361  2.335  -0.293  0.13
H  -0.655  -1.955  0.162  0.13
H  2.627  1.185  0.067  0.07
H  2.856  1.286  1.898  0.00
H  -0.713  1.517  1.761  0.09

---

b.
ORCA calculation (the ωB97M-V functional and the def2-TZVPD basis) on a cluster of 3 separate species, C8H8N2O3S in total.

Results
LUMO: 0.44 eV
Highest occupied orbital energy: -8.6 eV
2S+1: 1
Charge: 0

Last column: Löwdin charge in e.
Atoms and positions in Å:
C  -3.460  -0.025  -1.557  -0.47
C  -0.580  2.097  -0.535  -0.34
C  -1.271  1.482  0.462  -0.42
C  0.757  0.801  1.062  -0.67
C  -2.701  1.618  0.661  -0.08
C  2.659  -2.374  -0.127  -0.30
C  1.810  0.123  1.786  -0.10
C  -3.846  1.896  0.620  0.11
N  -0.494  0.800  1.338  0.07
N  1.882  -2.583  -1.177  0.08
O  3.914  -2.278  -0.402  0.05
O  -2.553  0.134  -2.253  0.21
O  -4.421  -0.237  -0.986  0.21
S  1.114  1.696  -0.405  1.02
H  -1.124  2.658  -1.240  0.07
H  1.108  -0.332  2.599  0.13
H  2.499  -0.661  1.408  0.04
H  2.411  0.908  2.142  0.06
H  -4.907  2.181  0.740  0.07
H  4.031  -2.455  -1.299  0.05
H  2.226  -2.772  -2.091  0.09
H  0.946  -2.678  -0.748  0.11

---

Most stable to least stable, the ends of the list are b and a.

---

a.
ORCA calculation (the ωB97M-V functional and the def2-TZVPD basis) on the molecule C4H7Cl.

Results
LUMO: 1.11 eV
Highest occupied orbital energy: -10.2 eV
2S+1: 1
Structure (SMILES): ClCC1CC1
Charge: 0

Last column: Löwdin charge in e.
Atoms and positions in Å:
Cl  0.863  -0.850  -1.456  0.48
C  0.950  0.420  -0.145  -0.51
C  -0.381  0.868  0.531  -0.33
C  -1.715  0.138  0.784  -0.15
C  -0.814  0.394  1.924  -0.17
H  1.371  1.141  -0.717  0.00
H  1.651  0.097  0.646  0.08
H  -0.347  1.925  0.508  0.10
H  -2.628  0.652  0.249  0.14
H  -1.502  -0.956  0.506  0.11
H  -0.329  -0.551  2.375  0.13
H  -1.131  1.224  2.610  0.11

---

b.
ORCA calculation (the ωB97M-V functional and the def2-TZVPD basis) on the molecule C4H7Cl.

Results
LUMO: 1.05 eV
Highest occupied orbital energy: -9.3 eV
2S+1: 1
Structure (SMILES): C=CCCCl
Charge: 0

Last column: Löwdin charge in e.
Atoms and positions in Å:
C  -1.207  1.063  0.566  0.01
C  -1.005  -0.052  -0.228  -0.24
C  0.077  -1.021  -0.046  -0.26
C  1.302  -0.100  -0.170  -0.60
Cl  1.356  0.851  -1.689  0.55
H  -1.954  1.772  0.295  0.04
H  -0.899  0.906  1.561  0.04
H  -1.507  -0.081  -1.174  0.09
H  0.000  -1.933  -0.632  0.12
H  0.304  -1.199  0.987  0.10
H  2.156  -0.715  -0.242  0.04
H  1.377  0.508  0.773  0.10

---

Most stable to least stable, the ends of the list are b and a.

---

a.
ORCA calculation (the ωB97M-V functional and the def2-TZVPD basis) on the molecule C4H7Cl.

Results
LUMO: 1.01 eV
Highest occupied orbital energy: -9.8 eV
2S+1: 1
Structure (SMILES): C=C(C)CCl
Charge: 0

Last column: Löwdin charge in e.
Atoms and positions in Å:
C  1.248  1.033  0.199  0.04
C  0.254  0.195  -0.079  -0.34
C  0.448  -1.281  -0.467  -0.08
C  -1.336  0.576  0.218  -0.49
Cl  -1.804  0.258  1.939  0.50
H  0.889  1.950  0.531  0.04
H  2.260  0.772  -0.037  0.06
H  -0.248  -1.612  -1.196  0.05
H  1.428  -1.415  -1.032  0.10
H  0.327  -1.970  0.319  0.06
H  -1.558  1.562  -0.009  0.03
H  -1.907  -0.067  -0.387  0.03

---

b.
ORCA calculation (the ωB97M-V functional and the def2-TZVPD basis) on a cluster of 2 separate species, C4H7Cl in total.

Results
LUMO: 0.63 eV
Highest occupied orbital energy: -9.4 eV
2S+1: 1
Charge: 0

Last column: Löwdin charge in e.
Atoms and positions in Å:
C  1.939  -0.406  -0.636  -0.15
C  1.141  0.198  0.789  -0.31
C  -0.253  0.498  0.132  -0.93
C  -0.842  1.648  -0.098  -0.10
H  1.301  -0.983  -1.621  0.11
H  2.147  1.028  -1.023  0.18
H  2.637  -1.112  0.172  0.10
H  1.642  1.082  1.068  0.05
H  1.043  -0.586  1.761  0.15
H  -0.319  2.655  -0.215  0.06
H  -1.602  1.967  -1.031  0.12
Cl  -1.103  -0.922  -0.013  0.71

---

Most stable to least stable, the ends of the list are a and b.

---

a.
ORCA calculation (the ωB97M-V functional and the def2-TZVPD basis) on the molecule C2H3NS.

Results
LUMO: 0.35 eV
Highest occupied orbital energy: -8.4 eV
2S+1: 1
Structure (SMILES): C#CSN
Charge: 0

Last column: Löwdin charge in e.
Atoms and positions in Å:
C  0.563  0.740  1.690  0.04
C  -0.132  0.854  0.608  -0.59
S  -1.135  0.700  -0.749  0.78
N  -0.183  -0.611  -1.546  -0.35
H  1.250  0.823  2.567  0.04
H  0.328  -1.096  -0.640  0.09
H  -0.691  -1.411  -1.930  0.00

---

b.
ORCA calculation (the ωB97M-V functional and the def2-TZVPD basis) on the molecule C2H3NS.

Results
LUMO (spin up / spin down): -0.48 / -0.54 eV
Highest occupied orbital energy (spin up / spin down): -8.4 / -8.4 eV
2S+1: 1
Charge: 0

Last column: Löwdin charge in e.
Atoms and positions in Å:
C  -0.858  -0.303  0.457  -0.35
C  -1.472  -0.261  -0.648  -0.01
N  1.580  0.632  0.598  -0.42
S  0.968  -0.570  -0.258  0.78
H  -1.007  -0.394  1.526  0.07
H  -1.396  -0.252  -1.648  -0.02
H  2.184  1.148  -0.027  -0.05

---

c.
ORCA calculation (the ωB97M-V functional and the def2-TZVPD basis) on the molecule C2H3NS.

Results
LUMO: -1.62 eV
Highest occupied orbital energy: -9.3 eV
2S+1: 1
Structure (SMILES): [H]/N=C/C=S
Charge: 0

Last column: Löwdin charge in e.
Atoms and positions in Å:
H  -0.576  1.372  -1.049  0.05
N  -0.671  0.392  -0.799  0.10
C  0.176  0.050  0.133  -0.29
C  0.360  -1.287  0.798  -0.59
S  1.410  -1.879  2.000  0.62
H  0.876  0.795  0.537  0.09
H  -0.340  -2.033  0.428  0.03

---

Most stable to least stable, the ends of the list are c and b.